[1]
ORCA calculation (ωB97M-V with the def2-TZVPD basis set) on a structure of composition C17H40NOP3Sn in a non-equilibrium geometry.

Structure (XYZ):
```
63
Properties=species:S:1:pos:R:3
Sn 0.368 -0.172 0.200
P -1.742 2.024 1.696
P 1.130 -0.173 2.657
P -1.347 1.211 -1.703
H 2.989 -4.885 -0.192
C 2.908 -4.331 -1.132
C 3.416 -3.020 -1.269
H 3.854 -2.471 -0.456
C -3.355 1.181 1.995
C -1.477 2.611 3.437
C -2.376 3.664 1.100
C 2.624 -1.205 2.587
C 1.689 1.274 3.583
C -0.032 -1.104 3.719
C -0.600 0.705 -3.289
C -1.678 2.928 -2.214
C -3.011 0.452 -1.970
H 2.562 -4.955 -1.989
H 3.905 -2.808 -2.261
H -4.010 1.875 2.528
H -3.200 0.285 2.605
H -3.822 0.879 1.054
H -2.458 2.903 3.839
H -0.816 3.491 3.428
H -1.036 1.836 4.081
H -3.466 3.728 1.252
H -2.155 3.806 0.034
H -1.888 4.479 1.656
H 2.877 -1.430 3.632
H 3.445 -0.653 2.110
H 2.445 -2.133 2.034
H 1.862 0.943 4.613
H 0.962 2.088 3.586
H 2.633 1.631 3.158
H 0.573 -1.389 4.590
H -0.400 -2.006 3.207
H -0.883 -0.481 4.028
H -1.251 1.008 -4.120
H -0.532 -0.381 -3.291
H 0.397 1.147 -3.428
H -1.729 2.893 -3.304
H -0.846 3.571 -1.914
H -2.631 3.262 -1.804
H -3.177 0.522 -3.049
H -3.762 1.023 -1.421
H -3.030 -0.597 -1.653
C 1.810 -2.073 -1.587
C 0.564 -2.907 -1.154
C -0.265 -3.376 -2.286
C -0.241 -2.761 -3.520
C 0.902 -1.972 -3.868
C 1.933 -1.712 -2.988
O 2.079 -1.085 -0.672
H -0.201 -2.369 -0.587
H 1.004 -3.619 -0.436
H -0.974 -4.174 -2.072
H -1.083 -2.854 -4.235
H 0.875 -1.513 -4.862
H 2.866 -1.188 -3.271
N 1.553 1.889 -0.060
H 1.087 2.745 0.289
H 1.718 1.974 -1.068
H 2.440 1.768 0.422
```

Calculated values
Gap between HOMO and LUMO (spin up / spin down) ... 4.04 / 4.68 eV
HOMO level (spin up / spin down) ... -20.0 / -20.3 eV
Multiplicity ... 1
LUMO level (spin up / spin down) ... -16.009 / -15.590 eV
Net charge ... +4

---

[2]
ORCA calculation (ωB97M-V with the def2-TZVPD basis set) on a cluster of 2 separate species, C6H14N2O2 in total in a non-equilibrium geometry.

Structure (XYZ):
```
24
Properties=species:S:1:pos:R:3
C -0.476 -2.221 -1.858
C -2.283 0.820 -0.707
C -1.621 -1.406 -1.361
O -2.796 -1.713 -1.445
N -1.253 -0.138 -0.988
H -0.636 -3.290 -2.003
H -0.378 -0.091 -0.490
H -1.859 1.806 -0.626
H -0.019 -1.854 -2.777
H 0.335 -2.230 -1.115
H -2.914 0.890 -1.585
H -2.884 0.497 0.143
C 2.320 -0.716 0.472
C 0.635 2.272 2.009
C 0.751 0.815 1.613
O -0.068 -0.024 1.918
N 1.743 0.568 0.688
H 2.271 1.394 0.462
H 2.502 -0.914 -0.590
H 1.539 2.867 2.119
H 3.310 -0.799 0.891
H 1.723 -1.505 0.918
H -0.108 2.675 1.322
H 0.165 2.298 2.990
```

Calculated values
SMILES string ... CNC(C)=O.CNC(C)=O
Gap between HOMO and LUMO ... 9.81 eV
HOMO level ... -9.2 eV
Multiplicity ... 1
LUMO level ... 0.575 eV

---

[3]
ORCA calculation (ωB97M-V with the def2-TZVPD basis set) on a cluster of 3 separate species, C3H12O3 in total in a non-equilibrium geometry.

Structure (XYZ):
```
18
Properties=species:S:1:pos:R:3
C 1.274 0.156 1.148
O 2.243 1.048 1.676
C 0.694 0.657 -0.198
C -0.774 1.106 -0.265
H 1.740 -0.803 0.910
H 0.436 -0.002 1.830
H 3.075 0.608 1.708
H 1.262 1.577 -0.380
H 0.933 -0.031 -1.014
H -1.421 0.271 0.002
H -0.940 1.834 0.532
H -0.933 1.505 -1.262
H 1.566 -2.076 -2.655
H 0.142 -2.145 -2.061
O 0.668 -2.342 -2.821
H -3.612 0.264 1.200
H -3.186 -1.038 0.388
O -3.168 -0.591 1.262
```

Calculated values
SMILES string ... CCCO.O.O
Gap between HOMO and LUMO ... 10.91 eV
HOMO level ... -10.3 eV
Multiplicity ... 1
LUMO level ... 0.560 eV

---

[4]
ORCA calculation (ωB97M-V with the def2-TZVPD basis set) on an isolated molecule of C5H6OS in a non-equilibrium geometry.

Structure (XYZ):
```
13
Properties=species:S:1:pos:R:3
C -0.220 -1.764 -0.967
C -0.030 -0.510 -0.355
C 0.016 -0.497 1.154
C 0.109 1.699 0.340
C 0.017 0.877 -0.906
H 0.019 -2.647 -0.043
H -0.617 -2.051 -2.070
H 0.857 -0.908 2.028
H -0.933 -1.071 1.620
H 0.896 1.216 -1.531
H -0.835 1.352 -1.315
O -0.133 1.079 1.595
S 0.854 3.224 0.451
```

Calculated values
SMILES string ... C=C1COC(=S)C1
Gap between HOMO and LUMO ... 8.60 eV
HOMO level ... -8.5 eV
Multiplicity ... 1
LUMO level ... 0.079 eV